No. 1
{"formula": "C37H26N8O2RhSe2", "method": "ωB97M-V/def2-TZVPD", "symbols": ["Rh", "C", "C", "C", "C", "C", "N", "C", "C", "C", "C", "C", "C", "C", "C", "N", "C", "N", "C", "N", "C", "N", "C", "N", "C", "N", "C", "C", "C", "C", "C", "C", "C", "C", "C", "C", "C", "C", "C", "C", "N", "H", "H", "H", "H", "H", "H", "H", "H", "H", "H", "H", "H", "H", "H", "H", "H", "O", "C", "C", "C", "O", "C", "Se", "C", "Se", "H", "H", "H", "H", "H", "H", "H", "H", "H", "H"], "positions_angstrom": [[0.8355, 0.9099, -0.1448], [0.1427, 1.1571, -6.6833], [1.1855, 0.2254, -6.6770], [1.7483, -0.2065, -5.4873], [1.2468, 0.3125, -4.3033], [1.6244, 0.1166, -2.9114], [2.6306, -0.6285, -2.5376], [3.0058, -0.7948, -1.2649], [4.1806, -1.5192, -0.8629], [5.2058, -2.1285, -1.5832], [6.2483, -2.6967, -0.8774], [6.2768, -2.6678, 0.5275], [5.2641, -2.0687, 1.2507], [4.2107, -1.4882, 0.5474], [3.0545, -0.7449, 0.9662], [2.7380, -0.5150, 2.2450], [1.7510, 0.2520, 2.6255], [0.8984, 0.9761, 1.8314], [0.0732, 1.7255, 2.6302], [-0.8440, 2.5752, 2.2500], [-1.1423, 2.8374, 0.9711], [-0.5871, 2.2753, -0.1459], [-1.1928, 2.7861, -1.2639], [-0.9558, 2.4555, -2.5394], [-0.0542, 1.5886, -2.9171], [0.8116, 0.8847, -2.1198], [0.1965, 1.2409, -4.3082], [-0.3633, 1.6733, -5.5016], [-2.1786, 3.7453, -0.8516], [-3.0699, 4.5485, -1.5608], [-3.9151, 5.3736, -0.8457], [-3.8868, 5.4016, 0.5597], [-3.0106, 4.6066, 1.2717], [-2.1477, 3.7768, 0.5588], [0.3911, 1.4536, 4.0247], [-0.1156, 1.9469, 5.2181], [0.4426, 1.4908, 6.4008], [1.4859, 0.5596, 6.3958], [1.9961, 0.0672, 5.2062], [1.4405, 0.5244, 4.0205], [2.3642, -0.3418, -0.1454], [-0.2695, 1.4805, -7.6316], [1.5587, -0.1582, -7.6189], [2.5573, -0.9255, -5.4674], [5.1813, -2.1447, -2.6658], [7.0647, -3.1679, -1.4119], [7.1133, -3.1195, 1.0479], [5.2822, -2.0412, 2.3332], [-1.1719, 2.3930, -5.4988], [-3.0902, 4.5173, -2.6434], [-4.6150, 6.0123, -1.3717], [-4.5674, 6.0588, 1.0883], [-2.9857, 4.6159, 2.3546], [-0.9254, 2.6652, 5.2134], [0.0706, 1.8601, 7.3489], [1.9005, 0.2233, 7.3385], [2.8053, -0.6517, 5.1866], [-4.1267, -4.3730, -1.2063], [-3.9366, -4.1927, 0.1888], [-2.8635, -3.1294, 0.4463], [-2.7361, -3.0341, 1.9781], [-2.0673, -1.8902, 2.4540], [-3.3323, -1.8148, -0.1698], [-2.1423, -0.2873, 0.1336], [-1.5611, -3.5878, -0.2072], [-0.0326, -2.3579, 0.0091], [-4.7970, -5.0466, -1.3369], [-3.6195, -5.1312, 0.6631], [-4.8723, -3.8736, 0.6671], [-2.2463, -3.9502, 2.3349], [-3.7379, -2.9940, 2.4166], [-1.1434, -1.9194, 2.1509], [-4.3097, -1.5249, 0.2189], [-3.4086, -1.9347, -1.2514], [-1.7164, -3.7189, -1.2763], [-1.2450, -4.5433, 0.2163]], "atomic_forces_ev_per_a": [[0.0, -0.1, 0.0], [0.0, 0.0, -0.1], [0.0, 0.0, 0.0], [0.1, -0.1, 0.1], [-0.4, 0.3, -0.4], [0.4, -0.2, 0.7], [-0.2, 0.1, -0.6], [0.0, -0.1, 0.5], [-0.2, 0.2, 0.2], [0.2, -0.1, 0.0], [-0.1, 0.0, -0.2], [-0.1, 0.0, 0.2], [0.2, -0.1, 0.0], [-0.2, 0.2, -0.2], [0.0, -0.1, -0.4], [-0.2, 0.2, 0.5], [0.4, -0.3, -0.6], [0.0, -0.1, 1.0], [-0.4, 0.4, -0.6], [0.2, -0.3, 0.6], [-0.1, 0.1, -0.5], [-0.7, 0.7, 0.0], [-0.1, 0.1, 0.6], [0.2, -0.3, -0.6], [-0.4, 0.4, 0.7], [0.0, -0.1, -1.0], [0.4, -0.3, -0.4], [-0.1, 0.0, 0.1], [0.2, -0.3, 0.1], [-0.2, 0.2, -0.1], [0.1, -0.1, -0.3], [0.1, -0.1, 0.3], [-0.2, 0.2, 0.0], [0.2, -0.3, -0.1], [0.4, -0.3, 0.4], [-0.1, 0.0, -0.1], [0.0, 0.0, 0.1], [0.0, 0.0, 0.0], [0.1, -0.1, -0.1], [-0.4, 0.3, 0.3], [0.9, -0.4, 0.0], [0.0, 0.0, 0.0], [0.0, 0.0, 0.0], [0.0, 0.0, 0.0], [0.0, 0.0, 0.0], [0.0, 0.0, 0.0], [0.0, 0.0, 0.0], [0.0, 0.0, 0.0], [0.0, 0.0, 0.0], [0.0, 0.0, 0.0], [0.0, 0.0, 0.0], [0.0, 0.0, 0.0], [0.0, 0.0, 0.0], [0.0, 0.0, 0.0], [0.0, 0.0, 0.0], [0.0, 0.0, 0.0], [0.0, 0.0, 0.0], [0.1, 0.0, 0.0], [0.0, 0.0, 0.2], [0.1, -0.1, 0.0], [0.0, 0.0, -0.1], [-0.1, 0.1, 0.1], [0.1, 0.2, 0.2], [-0.3, -0.2, -0.2], [0.2, 0.3, -0.2], [0.0, -0.2, 0.0], [0.0, 0.0, 0.0], [0.0, 0.0, 0.0], [0.0, 0.0, 0.0], [0.0, 0.0, 0.0], [0.0, 0.0, 0.0], [0.0, -0.1, -0.1], [0.0, 0.0, 0.0], [0.0, 0.1, 0.0], [0.0, -0.1, 0.0], [0.0, 0.0, 0.0]], "mulliken_spin": [1.22, 0.00, -0.01, 0.00, 0.00, -0.01, 0.05, 0.17, 0.03, 0.00, 0.02, 0.02, 0.00, 0.04, 0.17, 0.04, -0.01, 0.03, -0.05, 0.07, 0.16, -0.11, 0.15, 0.06, -0.04, 0.03, -0.02, 0.00, 0.04, 0.00, 0.02, 0.02, -0.01, 0.03, -0.02, 0.00, 0.00, -0.01, 0.00, -0.01, -0.11, 0.00, 0.00, 0.00, 0.00, 0.00, 0.00, 0.00, 0.00, 0.00, 0.00, 0.00, 0.00, 0.00, 0.00, 0.00, 0.00, 0.00, 0.01, 0.00, -0.01, 0.05, 0.02, 1.15, 0.01, 0.73, 0.00, 0.00, 0.00, 0.01, 0.00, -0.01, 0.01, 0.02, -0.01, 0.03], "e_homo_ev": [-2.520, -3.397], "multiplicity": 5, "energy_ha": -6927.6652, "fmax_ha_per_bohr": 0.020, "homo_lumo_gap_ev": [4.466, 4.000], "total_charge": -1}

---

No. 2
{"formula": "C37H27AuN3O7PS", "method": "ωB97M-V/def2-TZVPD", "symbols": ["Au", "C", "C", "C", "C", "C", "C", "P", "C", "C", "C", "C", "C", "C", "C", "C", "C", "C", "C", "C", "H", "H", "H", "H", "H", "H", "H", "H", "H", "H", "H", "H", "H", "H", "O", "C", "O", "C", "C", "C", "C", "C", "C", "O", "N", "O", "O", "N", "O", "O", "H", "H", "N", "S", "C", "C", "C", "C", "C", "C", "C", "C", "C", "C", "C", "C", "H", "H", "H", "H", "H", "H", "H", "H", "H", "H", "H"], "positions_angstrom": [[-0.5799, 0.5077, -0.3762], [0.9900, -6.3790, 2.2118], [0.1934, -5.6106, 3.0452], [-0.0229, -4.2725, 2.7695], [0.5560, -3.7057, 1.6401], [1.3432, -4.4827, 0.7952], [1.5606, -5.8161, 1.0810], [0.2429, -1.9917, 1.0920], [-0.4470, -1.2142, 2.5858], [-1.7893, -0.8806, 2.7118], [-2.2297, -0.2347, 3.8535], [-1.3337, 0.1028, 4.8539], [0.0083, -0.2220, 4.7292], [0.4530, -0.8731, 3.5956], [-1.1322, -2.2901, -0.0571], [-1.8997, -3.4542, -0.0922], [-2.8848, -3.5731, -1.0538], [-3.0724, -2.5741, -1.9970], [-2.3144, -1.4146, -1.9480], [-1.3358, -1.2722, -0.9845], [1.1632, -7.4194, 2.4400], [-0.2730, -6.0583, 3.9097], [-0.6527, -3.6746, 3.4138], [1.7697, -4.0251, -0.0886], [2.1682, -6.4158, 0.4202], [-2.4868, -1.1262, 1.9240], [-3.2724, 0.0279, 3.9400], [-1.6795, 0.6327, 5.7276], [0.7057, 0.0506, 5.5073], [1.4989, -1.1251, 3.4862], [-1.7534, -4.2278, 0.6513], [-3.5176, -4.4491, -1.0584], [-3.8234, -2.6893, -2.7633], [-2.4977, -0.6218, -2.6545], [-4.1156, 1.0266, 1.7153], [-3.1935, 1.4212, 1.0238], [-2.7392, 0.9131, -0.0286], [-2.5575, 2.7490, 1.5022], [-3.3940, 3.5849, 2.1932], [-2.9792, 4.8589, 2.5901], [-1.7110, 5.2897, 2.2495], [-0.8544, 4.4503, 1.5633], [-1.2008, 3.0998, 1.1937], [-0.3203, 2.3517, 0.6982], [0.4363, 4.9580, 1.2001], [0.7777, 6.0022, 1.7249], [1.1068, 4.3608, 0.3859], [-3.8714, 5.7220, 3.3014], [-4.9698, 5.2893, 3.5853], [-3.4737, 6.8348, 3.5838], [-4.3991, 3.2569, 2.4145], [-1.3925, 6.2883, 2.5135], [1.5981, 0.4593, -0.8141], [2.4463, -0.3502, -1.9060], [3.7483, 0.7841, -2.5332], [3.5278, 2.1339, -2.7354], [4.5757, 2.9244, -3.1771], [5.8275, 2.3706, -3.3945], [6.0391, 1.0173, -3.1832], [4.9948, 0.2195, -2.7488], [1.3478, -0.2060, -3.3276], [0.4902, 0.8711, -3.4476], [-0.3160, 0.9668, -4.5685], [-0.2570, -0.0024, -5.5564], [0.6058, -1.0782, -5.4240], [1.4135, -1.1852, -4.3042], [2.0567, 0.4211, 0.0872], [2.5614, 2.5684, -2.5394], [4.4122, 3.9781, -3.3462], [6.6449, 2.9982, -3.7153], [7.0135, 0.5834, -3.3509], [5.1413, -0.8356, -2.5762], [0.4500, 1.6231, -2.6750], [-0.9853, 1.8074, -4.6672], [-0.8845, 0.0901, -6.4305], [0.6521, -1.8297, -6.1961], [2.0926, -2.0153, -4.1907]], "atomic_forces_ev_per_a": [[-1.6, 1.3, 0.5], [0.0, -0.1, 0.0], [0.0, -0.1, 0.1], [0.1, 0.0, -0.2], [-0.1, 0.2, -0.1], [-0.1, 0.1, 0.2], [0.0, -0.1, -0.1], [0.8, -0.5, 0.4], [-0.2, 0.0, -0.3], [0.1, -0.2, 0.0], [-0.1, 0.2, 0.1], [-0.1, 0.0, 0.0], [0.0, 0.0, 0.0], [0.0, -0.1, -0.1], [0.4, 0.3, 0.2], [-0.2, 0.4, -0.1], [-0.1, -0.2, 0.0], [0.1, 0.0, 0.1], [0.2, 0.5, -0.4], [0.0, -0.6, 0.4], [0.0, -0.1, 0.0], [0.0, -0.1, 0.1], [0.0, 0.0, 0.1], [0.1, 0.0, -0.1], [0.1, -0.1, 0.0], [-0.1, 0.0, 0.0], [-0.1, 0.1, 0.0], [-0.1, 0.0, 0.1], [0.1, 0.0, 0.1], [0.1, 0.0, 0.0], [0.1, 0.0, -0.1], [0.0, -0.1, -0.1], [-0.1, 0.1, 0.0], [-0.1, 0.1, -0.1], [-0.4, -0.8, -0.9], [0.2, 2.9, 3.8], [2.4, -2.4, -3.0], [0.1, -1.0, -0.7], [0.0, 0.5, 0.2], [0.8, -0.9, -0.7], [-0.1, 0.3, 0.2], [-0.7, -0.8, 0.0], [-1.3, 1.6, 0.9], [1.1, -1.9, -1.1], [0.2, 0.5, 0.1], [0.4, 0.4, 0.1], [0.4, 0.1, -0.3], [-0.1, 0.2, 0.1], [-0.3, 0.0, 0.1], [0.0, 0.4, 0.1], [0.0, -0.1, 0.0], [0.0, -0.1, 0.0], [-1.7, 0.9, 0.6], [0.0, 0.2, -1.3], [-0.2, -0.3, 0.5], [-0.1, 0.1, 0.0], [-0.1, 0.0, 0.0], [0.1, -0.1, 0.0], [0.0, 0.1, -0.1], [-0.2, -0.2, 0.1], [0.1, -0.3, 0.2], [0.0, 0.1, 0.1], [0.0, 0.1, 0.1], [0.0, 0.0, 0.0], [0.0, 0.0, -0.1], [0.1, 0.0, 0.1], [0.0, -0.2, 0.2], [-0.1, 0.1, 0.1], [0.0, 0.1, 0.0], [0.1, 0.1, -0.1], [0.1, 0.0, 0.0], [0.1, -0.2, 0.1], [0.0, 0.1, 0.0], [-0.1, 0.1, 0.0], [0.0, 0.0, -0.1], [0.0, -0.1, 0.0], [0.1, -0.2, 0.0]], "mulliken_charge": [1.76, -0.49, -0.71, -0.38, -0.11, -0.22, -0.61, 0.41, 0.35, -0.20, -0.71, -0.46, -0.74, -0.63, 0.99, -0.43, -0.69, -0.74, -0.56, -0.07, 0.38, 0.41, 0.41, 0.37, 0.40, 0.54, 0.42, 0.41, 0.40, 0.42, 0.45, 0.41, 0.43, 0.51, -0.63, -0.07, -0.70, 0.58, -0.19, -0.66, -0.24, -0.51, 0.66, -0.95, 1.00, -0.67, -0.59, 1.06, -0.64, -0.65, 0.62, 0.62, -0.41, 0.12, 0.50, -0.11, -0.78, -0.43, -0.59, -0.44, 1.05, -0.27, -0.99, -0.55, -0.61, -0.71, 0.16, 0.32, 0.42, 0.40, 0.39, 0.42, 0.60, 0.47, 0.42, 0.43, 0.43], "e_homo_ev": -8.126, "multiplicity": 1, "energy_ha": -2992.0392, "fmax_ha_per_bohr": 0.093, "homo_lumo_gap_ev": 5.901}

---

No. 3
{"formula": "C37H27BaCl2N5O6PSSe2", "method": "ωB97M-V/def2-TZVPD", "symbols": ["Ba", "C", "C", "N", "C", "C", "N", "C", "O", "O", "C", "O", "O", "H", "H", "H", "H", "H", "Cl", "C", "C", "C", "Cl", "C", "O", "C", "C", "O", "C", "H", "H", "H", "N", "C", "C", "C", "C", "C", "C", "S", "N", "C", "C", "C", "C", "C", "C", "N", "H", "H", "H", "H", "H", "H", "H", "H", "H", "Se", "P", "Se", "C", "C", "C", "C", "C", "C", "C", "C", "C", "C", "C", "C", "H", "H", "H", "H", "H", "H", "H", "H", "H", "H"], "positions_angstrom": [[-0.0212, -0.1614, 0.1475], [1.2137, -2.7332, 3.4962], [2.1300, -2.3673, 2.3743], [1.8556, -1.5060, 1.4113], [3.0074, -1.4724, 0.5993], [3.9400, -2.3261, 1.1015], [3.3733, -2.8693, 2.2214], [5.3265, -2.7785, 0.7781], [5.8688, -2.3310, -0.3204], [5.8628, -3.5610, 1.5390], [3.0940, -0.6038, -0.6433], [4.2196, -0.5322, -1.1891], [2.0234, -0.0405, -1.0035], [0.2558, -2.2435, 3.3356], [1.6197, -2.4102, 4.4595], [1.0381, -3.8118, 3.5376], [3.8528, -3.5492, 2.7901], [5.1997, -1.7693, -0.8233], [-5.6599, 1.1844, 5.5069], [-4.3353, 1.1268, 4.3375], [-3.7054, 2.3161, 3.9446], [-2.6737, 2.3055, 3.0422], [-1.9100, 3.8268, 2.5983], [-2.1886, 1.0877, 2.4680], [-1.2141, 1.0556, 1.6214], [-2.8571, -0.0884, 2.8910], [-2.5074, -1.4266, 2.3619], [-1.6456, -1.6785, 1.5397], [-3.9149, -0.0568, 3.8108], [-4.0399, 3.2592, 4.3611], [-3.1086, -2.2575, 2.7717], [-4.4027, -0.9843, 4.0996], [1.6456, 4.3412, 1.2829], [2.3118, 4.6019, 2.5075], [2.7886, 5.8694, 2.7913], [3.4135, 6.1302, 4.0055], [3.5988, 5.1075, 4.9252], [3.1490, 3.8277, 4.6153], [2.4812, 3.5712, 3.4263], [1.8343, 1.9767, 3.1013], [1.6213, 1.9802, 1.3957], [1.5384, 3.0710, 0.7464], [1.3521, 3.0324, -0.7771], [2.2568, 3.6910, -1.5886], [2.1016, 3.5884, -2.9671], [1.0449, 2.8587, -3.4739], [0.1770, 2.2344, -2.5851], [0.3322, 2.3130, -1.2542], [1.5500, 5.1005, 0.6333], [2.6506, 6.6650, 2.0623], [3.7603, 7.1326, 4.2236], [4.0933, 5.2987, 5.8709], [3.3030, 3.0173, 5.3257], [3.0885, 4.2324, -1.1536], [2.8115, 4.0671, -3.6340], [0.8859, 2.7511, -4.5412], [-0.6715, 1.6437, -2.9278], [-3.0239, 0.1615, -2.0398], [-2.2368, -1.7262, -2.7273], [-0.4122, -2.4552, -1.8719], [-2.0426, -1.6548, -4.5573], [-0.8014, -1.8616, -5.1436], [-0.6420, -1.7710, -6.5327], [-1.7302, -1.4832, -7.3417], [-2.9859, -1.2768, -6.7616], [-3.1375, -1.3524, -5.3829], [-3.4958, -3.0612, -2.5746], [-3.2596, -4.2924, -3.1973], [-4.1758, -5.3306, -3.0968], [-5.3459, -5.1578, -2.3542], [-5.5867, -3.9425, -1.7283], [-4.6660, -2.8934, -1.8445], [0.0405, -2.0916, -4.5018], [0.3380, -1.9311, -6.9720], [-1.6096, -1.4163, -8.4184], [-3.8441, -1.0493, -7.3878], [-4.1108, -1.1663, -4.9398], [-2.3417, -4.4400, -3.7569], [-3.9764, -6.2762, -3.5908], [-6.0624, -5.9681, -2.2704], [-6.4946, -3.7985, -1.1502], [-4.8511, -1.9337, -1.3744]], "atomic_forces_ev_per_a": [[-1.2, -0.3, -1.4], [0.0, 0.0, -0.1], [0.0, 0.2, -0.1], [1.7, -0.7, 0.0], [-0.9, 0.4, 0.0], [0.4, -0.1, 0.1], [-0.3, -0.2, 0.3], [-0.5, -0.2, 0.3], [0.1, -0.3, -0.3], [0.2, 0.1, -0.1], [-0.2, 0.2, -0.1], [-0.3, -0.3, 0.0], [2.8, -0.2, -0.6], [0.0, 0.0, 0.0], [0.0, 0.0, -0.1], [0.1, 0.1, 0.0], [0.0, 0.0, 0.0], [0.1, 0.7, 0.2], [0.4, 0.0, -0.3], [-0.1, 0.3, 0.2], [-0.2, 0.3, 0.2], [0.0, 0.1, 0.1], [-0.2, -0.6, 0.1], [1.1, 0.2, -1.0], [-2.5, 1.7, 2.9], [-0.2, -1.1, -0.1], [0.0, 0.9, 0.1], [-0.4, -0.5, 0.6], [-0.1, -0.3, 0.0], [0.0, 0.0, 0.0], [-0.1, 0.0, 0.1], [0.1, 0.1, 0.0], [0.2, -0.1, 0.3], [-0.3, 0.0, -0.5], [0.0, 0.2, 0.0], [0.1, 0.0, 0.1], [-0.1, 0.1, -0.2], [0.1, -0.1, 0.2], [0.2, 0.2, 0.2], [-0.3, -0.2, -0.6], [0.2, 0.1, 0.1], [0.0, 0.0, -0.5], [-0.2, -0.3, 0.7], [0.1, 0.1, -0.2], [0.1, 0.1, 0.1], [-0.2, -0.1, 0.0], [0.2, 0.1, 0.6], [0.2, 0.4, -0.4], [0.0, 0.1, 0.0], [0.0, -0.1, 0.1], [0.0, 0.0, 0.0], [0.0, 0.0, -0.1], [0.0, 0.1, -0.1], [0.0, 0.0, 0.0], [-0.1, 0.0, 0.1], [0.0, 0.0, 0.1], [0.1, 0.1, 0.1], [0.1, -0.3, 0.0], [-0.2, -0.1, -0.2], [-0.1, -0.8, -0.6], [-0.1, 0.1, -0.3], [0.0, 0.0, -0.3], [-0.1, 0.0, 0.3], [-0.1, 0.0, 0.2], [0.2, 0.0, 0.1], [0.1, -0.1, 0.0], [-0.2, -0.2, 0.0], [0.0, 0.0, 0.0], [0.0, 0.2, 0.1], [0.2, 0.1, -0.1], [0.2, 0.2, -0.1], [-0.1, -0.2, 0.0], [0.0, 0.0, -0.1], [-0.1, 0.0, 0.1], [0.0, 0.0, 0.1], [0.1, 0.0, 0.1], [0.1, 0.0, 0.0], [0.0, 0.0, 0.0], [0.0, 0.1, 0.0], [0.0, 0.1, 0.0], [0.1, 0.0, -0.1], [0.0, 0.0, 0.0]], "mulliken_charge": [1.47, -1.09, 0.06, 0.23, 0.38, -0.07, 0.04, 0.54, -0.53, -0.67, 0.20, -0.95, -0.36, 0.00, 0.33, 0.37, 0.22, 0.44, -0.27, 0.09, -0.53, 0.25, -0.23, -0.42, 0.33, 0.86, -0.72, -0.46, -0.82, 0.44, 0.23, 0.35, -0.06, 0.01, -0.67, -0.58, -0.62, -0.63, 0.79, -0.06, -0.01, 0.19, 0.37, -0.60, -0.55, -0.74, -0.02, 0.05, 0.26, 0.32, 0.37, 0.37, 0.38, 0.46, 0.40, 0.43, 0.11, -0.44, 0.93, -0.56, 0.20, -0.20, -0.68, -0.34, -0.62, -0.44, 0.36, -0.51, -0.63, -0.36, -0.56, -0.30, 0.26, 0.39, 0.36, 0.37, 0.35, 0.36, 0.37, 0.36, 0.37, 0.26], "e_homo_ev": -5.070, "multiplicity": 1, "energy_ha": -8640.0431, "fmax_ha_per_bohr": 0.080, "homo_lumo_gap_ev": 7.169, "total_charge": -1, "e_above_lowest_kcal_mol": 48.1}

---

- Among the records above, which one has the highest multiplicity?
  C37H26N8O2RhSe2

---

- multiplicity of number 1 (C37H26N8O2RhSe2)?
  5